A structure of composition C33H59BClMgN4O4P2Si. Source: OMol25; level of theory: wB97M-V/def2-TZVPD.

```
106
Properties=species:S:1:pos:R:3
Mg 0.844 -0.332 -0.787
C -1.562 -5.338 0.801
C -0.851 -4.307 -0.074
C -0.878 -4.758 -1.544
C 0.623 -4.230 0.352
P -1.537 -2.545 -0.058
C -1.032 -1.965 1.637
N -0.999 -0.511 1.739
B -0.251 0.424 0.883
N -0.454 1.694 1.606
C 0.057 3.027 1.307
P -0.144 3.504 -0.479
C -1.939 4.148 -0.583
C -2.188 5.638 -0.358
C -2.356 3.790 -2.024
C -2.840 3.365 0.373
C 1.102 4.928 -0.539
C 1.067 5.474 -1.977
C 2.477 4.264 -0.341
C 0.980 6.073 0.471
C -1.229 1.497 2.750
C -1.643 2.374 3.744
C -2.434 1.893 4.789
C -2.789 0.552 4.851
C -2.353 -0.342 3.872
C -1.576 0.134 2.823
C -3.424 -2.555 0.062
C -4.098 -3.190 1.278
C -3.983 -3.188 -1.217
C -3.790 -1.056 0.043
H -0.951 -6.249 0.854
H -2.531 -5.621 0.388
H -1.707 -4.975 1.822
H -0.371 -5.725 -1.645
H -0.360 -4.033 -2.177
H -1.895 -4.869 -1.925
H 1.126 -5.155 0.046
H 0.732 -4.143 1.435
H 1.159 -3.397 -0.112
H -0.025 -2.357 1.796
H -1.675 -2.366 2.415
H 1.126 3.059 1.513
H -0.420 3.751 1.962
H -1.616 6.264 -1.042
H -1.963 5.935 0.668
H -3.251 5.844 -0.536
H -1.697 4.257 -2.762
H -3.387 4.116 -2.212
H -2.291 2.711 -2.187
H -2.700 3.666 1.413
H -2.674 2.288 0.302
H -3.886 3.562 0.111
H 1.102 4.657 -2.704
H 1.928 6.131 -2.151
H 0.162 6.054 -2.171
H 2.563 3.329 -0.901
H 2.681 4.057 0.711
H 3.259 4.945 -0.696
H 0.150 6.740 0.249
H 1.899 6.672 0.441
H 0.864 5.702 1.495
H -1.360 3.419 3.726
H -2.770 2.574 5.564
H -3.406 0.194 5.667
H -2.625 -1.388 3.944
H -4.055 -4.277 1.263
H -5.155 -2.900 1.279
H -3.671 -2.843 2.222
H -3.866 -4.274 -1.215
H -3.483 -2.790 -2.106
H -5.054 -2.969 -1.299
H -3.499 -0.554 0.967
H -4.876 -0.946 -0.071
H -3.302 -0.538 -0.788
C 2.039 -0.772 3.293
C 2.993 -0.960 2.143
C 4.362 -0.906 2.341
C 5.190 -1.082 1.225
C 4.646 -1.322 -0.009
C 3.227 -1.424 -0.149
N 2.444 -1.203 0.944
N 2.557 -1.714 -1.280
Si 3.291 -2.264 -2.731
C 4.446 -3.731 -2.404
C 1.971 -2.977 -3.867
C 4.325 -0.995 -3.654
H 1.641 -1.740 3.614
H 1.194 -0.152 2.989
H 2.537 -0.310 4.146
H 4.771 -0.716 3.324
H 6.267 -1.019 1.340
H 5.273 -1.442 -0.884
H 3.854 -4.595 -2.079
H 5.197 -3.537 -1.630
H 4.974 -4.009 -3.325
H 0.974 -2.657 -3.559
H 2.010 -4.070 -3.858
H 2.117 -2.634 -4.897
H 5.268 -0.790 -3.136
H 3.780 -0.053 -3.753
H 4.558 -1.359 -4.661
O 1.648 0.922 -2.364
Cl 0.608 0.497 -3.317
O -0.332 1.553 -3.537
O 1.209 0.081 -4.546
O -0.070 -0.638 -2.666
```

## Properties
- spin multiplicity = 1
- HOMO-LUMO gap (eV) = 7.2
- LUMO level (eV) = 2.533
- charge = -1
- ΔE to the lowest compared entry with this formula, charge and spin (kJ/mol) = 104.8